Record 1
ORCA calculation (ωB97M-V with the def2-TZVPD basis set) on a molecular structure, C6H13NO4 in a non-equilibrium geometry.

Last column: natural (NBO) charge in e.
Element x y z (Å)
C -1.724 1.780 0.824  -0.70
C -2.127 0.656 -0.117  0.42
C -1.988 0.932 -1.587  -0.68
C -0.624 -0.481 0.129  0.37
C -0.393 -0.919 1.601  -0.69
C -0.665 -1.727 -0.780  -0.68
O 0.115 0.417 -0.243  -0.57
O 2.913 -1.275 0.031  -0.25
N 3.578 -0.366 -0.363  0.53
O 4.798 -0.245 -0.544  -0.28
O -3.267 -0.055 0.178  -0.68
H -0.714 2.076 0.494  0.27
H -2.398 2.628 0.722  0.22
H -1.582 1.463 1.863  0.22
H -0.959 1.271 -1.740  0.26
H -2.082 0.024 -2.188  0.23
H -2.681 1.718 -1.880  0.22
H -1.180 -1.489 2.110  0.21
H 0.512 -1.542 1.533  0.23
H -0.072 -0.091 2.242  0.22
H -1.528 -2.395 -0.688  0.22
H -0.506 -1.477 -1.834  0.22
H 0.251 -2.272 -0.511  0.22
H -3.464 -0.033 1.158  0.48

Calculated values
Highest occupied orbital energy (alpha / beta) = -8.88 / -8.03 eV
Spin multiplicity = 1
ΔE to the lowest compared entry with this formula, charge and spin = 616.2 kJ/mol
Energy = -591.8997 a.u.

---

Record 2
ORCA calculation (ωB97M-V with the def2-TZVPD basis set) on 2 unconnected molecules or ions with the total composition C11H17BO2 in a non-equilibrium geometry.

Last column: Mulliken spin population.
Element x y z (Å)
B -0.144 1.944 -0.838  0.09
C -0.826 0.616 1.355  0.64
C -1.953 1.190 1.806  0.35
C -2.784 2.167 1.068  0.22
C -2.443 2.953 0.026  0.56
C 1.626 0.500 -1.169  0.01
C -1.069 3.197 -0.525  -0.05
C 2.960 0.712 -0.387  0.00
C -0.170 -4.004 -1.155  0.00
C 1.269 -3.225 0.722  0.00
C -0.482 0.487 -0.098  -0.02
C -0.047 -3.562 0.069  0.00
O 1.095 1.835 -1.370  -0.01
O 0.678 -0.244 -0.370  -0.03
H -0.411 -0.121 2.142  0.02
H -2.319 1.021 2.822  0.04
H -3.877 2.243 1.524  0.03
H -3.132 3.616 -0.597  0.02
H -0.555 3.569 0.264  0.06
H -1.196 3.825 -1.386  -0.01
H 2.856 1.146 0.651  0.00
H 3.397 -0.306 -0.460  0.00
H 3.540 1.584 -0.864  0.00
H 0.703 -4.161 -1.752  0.00
H -1.161 -4.301 -1.651  0.00
H 1.787 0.204 -2.246  0.00
H 2.023 -3.821 0.438  0.00
H 1.582 -2.113 0.389  0.00
H 1.297 -3.288 1.717  0.00
H -1.201 -0.061 -0.748  0.08
H -1.040 -3.600 0.624  0.00

Calculated values
Highest occupied orbital energy (alpha / beta) = -5.20 / -9.39 eV
Spin multiplicity = 3
ΔE to the lowest compared entry with this formula, charge and spin = 286.4 kJ/mol
Energy = -604.4443 a.u.

---

Record 3
ORCA calculation (ωB97M-V with the def2-TZVPD basis set) on a single C2H4ClFN2 molecule in a non-equilibrium geometry.

Last column: natural (NBO) charge in e.
Element x y z (Å)
H 1.278 -1.394 -0.751  0.35
N 0.917 -0.647 -1.293  -0.65
C 0.264 0.037 -0.470  0.38
N -0.544 1.098 -0.785  -0.84
C 0.190 -0.278 1.046  0.14
F 1.034 -1.288 1.239  -0.32
Cl -1.488 -0.726 1.495  -0.05
H -0.697 1.362 -1.758  0.40
H -1.454 1.160 -0.273  0.40
H 0.499 0.676 1.550  0.20

Calculated values
Highest occupied orbital energy = -9.84 eV
SMILES string = [H]/N=C(/N)[C@H](F)Cl
Spin multiplicity = 1
ΔE to the lowest compared entry with this formula, charge and spin = 15.6 kJ/mol
Energy = -748.1689 a.u.

---

Record 4
ORCA calculation (ωB97M-V with the def2-TZVPD basis set) on 3 unconnected molecules or ions with the total composition C37H76BBr2ClFN3O9P in a non-equilibrium geometry.

Last column: Mulliken charge in e.
Element x y z (Å)
C -0.226 3.317 0.447  -1.68
C -0.307 2.397 1.681  -0.14
C -1.693 2.533 2.366  -0.49
C -1.533 2.239 3.883  0.19
C -2.698 1.433 4.468  -0.30
C -2.348 0.968 5.910  -0.87
C -2.077 -0.547 6.041  -1.17
C -1.485 -1.176 4.767  0.55
C -2.587 -1.902 3.963  -1.30
C -2.084 -2.144 2.532  0.85
C -2.593 -3.444 1.873  -0.21
C -1.495 -4.158 1.038  -1.11
C -1.895 -4.423 -0.429  -1.38
C -1.344 -3.486 -1.560  1.12
N -0.676 -4.212 -2.666  -0.60
C 0.525 -4.598 -2.508  0.93
C 1.068 -5.581 -1.482  -1.25
C 1.571 -4.096 -3.506  -1.48
O -2.558 -3.094 -2.256  -0.70
B -3.078 -1.808 -1.790  -0.93
C -3.192 -0.911 -3.168  -0.42
P -3.469 0.853 -2.969  0.67
O -3.059 1.449 -1.694  -0.45
O -2.653 1.625 -4.153  -0.50
O -5.043 1.212 -3.213  -0.57
C -4.461 -1.815 -0.892  0.13
Br -4.712 -0.467 0.474  -0.19
C -5.427 -2.685 -1.001  0.80
C -6.668 -2.672 -0.133  -1.43
Br -5.400 -4.099 -2.303  -0.20
O -1.991 -1.454 -0.812  0.08
C -0.848 -2.025 -1.211  -0.33
F -0.310 -1.532 -2.413  -0.46
C 0.192 -1.664 -0.153  2.82
Cl 1.570 -2.806 0.078  -0.38
C 0.822 -0.280 -0.356  -0.34
C -0.205 0.848 -0.483  -0.26
H 0.656 3.035 -0.126  0.43
H -0.134 4.342 0.805  0.51
H -1.143 3.185 -0.125  0.19
H -0.183 1.343 1.418  -0.10
H 0.491 2.639 2.386  0.69
H -2.401 1.832 1.925  0.19
H -2.030 3.556 2.190  0.40
H -0.629 1.635 4.005  -0.55
H -1.386 3.193 4.392  0.32
H -3.542 2.125 4.562  0.67
H -3.024 0.630 3.811  -0.15
H -1.466 1.521 6.232  0.37
H -3.170 1.222 6.582  0.33
H -1.334 -0.664 6.836  0.33
H -2.968 -1.102 6.329  0.41
H -0.730 -1.932 4.993  0.61
H -1.009 -0.444 4.110  -0.50
H -3.496 -1.296 3.935  0.29
H -2.854 -2.821 4.491  0.64
H -2.385 -1.304 1.906  -0.42
H -0.994 -2.228 2.594  -0.20
H -3.499 -3.295 1.286  -0.29
H -2.901 -4.105 2.690  0.63
H -0.555 -3.641 1.208  0.40
H -1.378 -5.136 1.517  0.63
H -2.976 -4.429 -0.497  0.46
H -1.599 -5.441 -0.677  0.43
H 0.628 -5.506 -0.490  0.33
H 0.981 -6.615 -1.821  0.31
H 2.136 -5.384 -1.368  0.37
H 2.506 -3.856 -3.009  0.32
H 1.701 -4.896 -4.250  0.43
H 1.151 -3.258 -4.049  0.31
H -2.326 -1.016 -3.819  0.37
H -4.038 -1.313 -3.738  0.56
H -2.217 2.398 -3.764  0.28
H -5.061 2.177 -3.313  0.32
H -7.405 -3.334 -0.590  0.46
H -7.086 -1.670 -0.108  0.37
H -6.444 -3.071 0.856  0.21
H -0.315 -1.601 0.805  -1.80
H 1.412 -0.081 0.542  -0.06
H 1.542 -0.306 -1.172  0.41
H -1.054 0.705 0.182  -0.26
H -0.611 0.798 -1.490  0.20
H 0.274 1.819 -0.356  0.22
C 1.741 6.022 -8.462  -0.73
O 0.600 5.620 -7.732  -0.34
C 0.105 4.335 -8.103  -0.85
C 0.299 3.335 -6.982  -0.09
N 1.709 3.007 -6.799  -0.36
C 1.978 2.233 -5.586  -0.89
C 1.704 2.899 -4.240  0.14
O 2.566 3.990 -3.951  -0.45
C 2.145 5.240 -4.462  -0.57
H 1.958 7.056 -8.197  0.24
H 2.615 5.413 -8.208  0.31
H 1.561 5.969 -9.540  0.34
H 0.556 3.979 -9.034  0.42
H -0.968 4.450 -8.280  0.39
H -0.250 2.419 -7.218  0.40
H -0.135 3.769 -6.072  0.11
H 2.244 3.865 -6.755  0.11
H 3.038 1.966 -5.611  0.39
H 1.416 1.296 -5.637  0.41
H 1.905 2.152 -3.468  0.18
H 0.654 3.186 -4.115  0.11
H 1.056 5.324 -4.505  0.28
H 2.574 5.423 -5.452  0.19
H 2.524 6.015 -3.794  0.30
C 6.945 0.946 5.296  -0.72
O 6.686 -0.408 4.980  -0.34
C 5.939 -1.096 5.979  -0.81
C 4.556 -1.451 5.471  -0.18
N 3.728 -0.261 5.324  -0.25
C 2.466 -0.494 4.621  -1.02
C 2.535 -0.923 3.157  0.76
O 3.044 0.075 2.291  -0.36
C 4.452 0.109 2.166  -0.75
H 7.624 1.340 4.540  0.24
H 6.029 1.545 5.278  0.30
H 7.424 1.041 6.276  0.34
H 5.885 -0.526 6.911  0.43
H 6.478 -2.025 6.190  0.40
H 4.078 -2.133 6.181  0.35
H 4.679 -1.980 4.517  0.19
H 4.250 0.440 4.812  0.16
H 1.903 0.442 4.663  0.27
H 1.884 -1.236 5.179  0.33
H 1.507 -1.105 2.828  -0.48
H 3.067 -1.871 3.016  0.23
H 4.899 -0.883 2.270  0.35
H 4.893 0.799 2.891  0.19
H 4.685 0.489 1.170  0.30

Calculated values
Highest occupied orbital energy = -5.11 eV
Spin multiplicity = 1
Total charge = -1
Energy = -8371.1499 a.u.

---

Record 5
ORCA calculation (ωB97M-V with the def2-TZVPD basis set) on 2 unconnected molecules or ions with the total composition C5H15N4 in a non-equilibrium geometry.

Last column: natural (NBO) charge in e.
Element x y z (Å)
C 0.669 0.101 0.258  -0.35
C 1.938 0.235 -0.073  0.18
C 2.981 -0.482 0.723  -0.64
C 2.271 1.276 -1.063  -0.68
C -0.355 0.931 -0.192  0.05
N -1.719 -2.325 -0.517  -1.03
N -2.064 -0.379 1.255  -0.63
N -1.790 0.753 0.552  0.08
N -2.835 1.568 0.283  -0.62
H 0.367 -0.657 1.033  0.24
H 3.482 0.284 1.222  0.24
H 2.505 -1.244 1.322  0.23
H 3.697 -1.053 -0.024  0.24
H 1.412 1.395 -1.755  0.22
H 2.593 2.244 -0.581  0.25
H 3.207 0.931 -1.544  0.25
H -0.297 1.732 -0.779  0.20
H -2.264 -3.128 -0.640  0.40
H -0.756 -2.525 -0.340  0.39
H -3.028 -0.276 1.725  0.40
H -1.942 -1.186 0.526  0.42
H -1.869 -1.886 -1.350  0.38
H -3.612 1.133 -0.099  0.39
H -2.591 2.557 0.058  0.41

Calculated values
Highest occupied orbital energy (alpha / beta) = -11.67 / -12.26 eV
Spin multiplicity = 1
ΔE to the lowest compared entry with this formula, charge and spin = 402.9 kJ/mol
Total charge = +1
Energy = -418.1284 a.u.

---

Record 6
ORCA calculation (ωB97M-V with the def2-TZVPD basis set) on a molecular structure, C14H19Cl2NPtSSi.

Last column: natural (NBO) charge in e.
Element x y z (Å)
Pt -0.377 -0.750 -0.149  0.54
Cl 1.462 0.107 2.553  -0.04
C 2.685 0.912 1.540  -0.39
Cl 2.019 1.697 0.112  0.00
H 3.396 0.159 1.224  0.23
H 3.152 1.671 2.156  0.22
S -3.631 1.739 -1.861  0.44
C -2.410 1.573 -3.047  -0.39
C -1.358 0.818 -2.625  -0.30
C -1.534 0.335 -1.297  -0.03
C -2.721 0.788 -0.758  -0.37
C -2.978 0.483 0.625  0.21
C -4.074 0.846 1.401  -0.24
C -4.106 0.476 2.730  -0.14
C -3.055 -0.260 3.261  -0.28
C -2.003 -0.591 2.432  0.07
N -1.956 -0.224 1.151  -0.45
H -2.532 2.047 -4.009  0.24
H -0.492 0.618 -3.231  0.24
H -4.883 1.409 0.953  0.23
H -4.947 0.757 3.352  0.22
H -3.046 -0.572 4.295  0.23
H -1.167 -1.182 2.786  0.21
C 2.691 -3.250 -3.253  -1.11
Si 0.996 -2.713 -2.629  1.65
C 0.000 -4.250 -2.201  -1.11
C 0.155 -1.851 -4.065  -1.12
C 1.191 -1.667 -1.098  -1.28
H 2.609 -3.955 -4.084  0.23
H 3.269 -3.732 -2.460  0.23
H 3.265 -2.388 -3.603  0.23
H 0.046 -4.994 -3.000  0.23
H -1.049 -4.000 -2.029  0.24
H 0.385 -4.715 -1.290  0.23
H 0.193 -2.481 -4.957  0.23
H 0.655 -0.909 -4.307  0.22
H -0.891 -1.641 -3.841  0.24
H 2.054 -1.001 -1.209  0.23
H 1.388 -2.360 -0.250  0.21

Calculated values
Highest occupied orbital energy = -7.94 eV
Spin multiplicity = 1
ΔE to the lowest compared entry with this formula, charge and spin = 1.9 kJ/mol
Energy = -2327.0036 a.u.